i | ORCA calculation (ωB97M-V/def2-TZVPD) on a 2-piece molecular cluster, C4H13N2O2 overall.

The calculation puts the HOMO energy at -0.448 hartree. As for the total charge: +1. The LUMO energy is -2.913 eV.

Each line ends with the Mulliken charge.
Geometry (Å):
C  2.06122  -1.07981  0.91327  -1.1491
C  -1.19339  1.71643  -0.52032  -0.2635
C  1.30825  -0.07964  0.04900  -0.2371
C  -0.18890  -0.01186  0.41892  0.1659
N  -0.66281  -0.01722  1.70075  -0.4827
N  -0.87175  -1.06943  -0.43850  -0.2668
O  -2.04031  1.12851  -1.46818  -0.5545
O  1.14632  -0.41385  -1.36327  -0.5973
H  1.80401  -0.85210  1.85906  0.4514
H  3.11408  -0.95458  0.65565  0.3746
H  1.52841  -2.07053  0.78127  0.2683
H  -0.54362  2.46963  -1.01432  0.3307
H  -1.48171  1.99804  0.42338  0.3282
H  1.58176  0.91046  0.17139  0.5501
H  -1.60616  -0.26892  1.84398  0.1992
H  -0.33898  0.74873  2.22318  0.2628
H  -0.17438  -1.67073  -0.75753  0.3343
H  -1.35398  -0.60155  -1.28994  0.3216
H  -1.59608  -1.44589  0.16674  0.2997
H  -2.16437  1.64169  -2.31594  0.3571
H  1.67240  -0.07737  -2.03859  0.3072

ii | ORCA calculation (ωB97M-V/def2-TZVPD) on a 2-piece molecular cluster, C4H13N2O2 overall.

The calculation puts the HOMO energy at -0.471 hartree. As for the total charge: +1. The LUMO energy is -4.325 eV.

Each line ends with the Mulliken charge.
Geometry (Å):
C  0.03899  -2.61956  0.55614  -0.9403
C  1.79391  1.39129  0.39601  -1.0122
C  -0.79398  -1.44107  0.13259  0.1790
C  0.94942  0.38536  -0.43629  0.6238
N  1.07719  -0.00885  -1.67266  -0.2164
N  -1.60278  2.93729  0.61987  -0.6374
O  -1.17404  -1.71316  -1.24365  -0.5799
O  -0.19640  -0.18069  0.40113  -0.3011
H  -0.56446  -3.05752  1.36122  0.3029
H  0.15226  -3.46540  -0.19875  0.3024
H  0.99171  -2.22237  1.06374  0.2798
H  2.17131  2.24135  -0.20028  0.3824
H  2.76210  0.82393  0.55350  0.4067
H  1.26837  1.55944  1.41354  0.2767
H  -1.69196  -1.25162  0.81751  0.3517
H  0.47488  -0.80799  -1.93392  0.3347
H  1.81075  0.43976  -2.24196  0.2598
H  -1.55822  3.24283  1.60013  0.2247
H  -1.45190  1.91501  0.52696  0.2053
H  -2.44726  3.14457  0.08201  0.2289
H  -2.00991  -1.31262  -1.59683  0.3286

iii | ORCA calculation (ωB97M-V/def2-TZVPD) on a 2-piece molecular cluster, C4H13N2O2 overall.

The calculation puts the HOMO energy at -0.503 hartree. As for the total charge: +1. The LUMO energy is -3.280 eV.

Each line ends with the Mulliken charge.
Geometry (Å):
N  1.24215  0.37841  -2.00407  -0.3750
C  0.31248  0.75887  -0.84574  0.6225
C  -1.14015  0.78251  -1.21741  -1.4541
C  0.66619  -0.30193  0.19787  -0.0442
N  0.87174  -0.01905  1.49469  -0.1563
C  0.19655  0.91492  2.40849  -0.8828
O  0.78304  -1.44267  -0.23129  -0.5979
H  1.22107  1.07517  -2.75462  0.3608
H  2.15810  0.28167  -1.55695  0.3436
H  1.08569  -0.49967  -2.50404  0.3358
H  0.69057  1.77084  -0.62455  0.3838
H  -1.45898  -0.01004  -1.89603  0.3875
H  -1.82136  0.75405  -0.36427  0.3860
H  -1.35447  1.79104  -1.61830  0.4028
H  0.93508  -0.88398  2.02732  0.2793
H  0.17570  1.94070  2.06985  0.3745
H  0.94787  1.10078  3.19726  0.3562
H  -0.70192  0.51396  2.84729  0.2806
H  -3.03385  -1.25067  -0.12115  0.2730
H  -2.28584  -1.91258  0.93286  0.2526
O  -2.19364  -1.14562  0.34997  -0.5287

Energy ordering: iii at the bottom, the next structure 0.0472 hartree above.

i | ORCA calculation (ωB97M-V/def2-TZVPD) on a 8-piece molecular cluster, C14H29N3O18 overall.

The calculation puts the HOMO energy at -0.079 hartree. As for the total charge: -2. The LUMO energy is 2.844 eV.

Each line ends with the Mulliken charge.
Geometry (Å):
C  -0.21456  3.21082  -3.81144  -0.9561
C  -0.50139  1.74197  -3.87541  0.7565
O  0.21293  0.94029  -4.39298  -0.5251
N  -1.71183  1.34864  -3.15401  0.6544
H  -1.37557  1.22010  -2.18138  0.0167
H  -2.39439  2.15544  -2.97098  0.2853
C  -2.53135  0.28520  -3.75821  -0.8376
H  0.64164  3.43321  -3.17181  0.2567
H  -1.03275  3.77825  -3.36346  0.1735
H  0.00325  3.62885  -4.79343  0.3832
H  -1.98918  -0.64474  -3.90272  0.2561
H  -2.84373  0.60916  -4.74925  0.3866
H  -3.42324  0.15637  -3.15288  0.3540
C  -0.58363  -2.58416  -2.30129  -0.3835
C  0.31346  -3.73222  -2.68734  0.3296
O  0.72234  -4.00338  -3.76345  -0.5048
N  0.54611  -4.70090  -1.52307  0.2132
H  0.07913  -4.23956  -0.71238  0.1780
H  -0.06715  -5.49480  -1.71420  0.3506
C  2.00500  -5.00957  -1.37512  -0.7842
H  -0.95664  -2.69902  -1.28660  0.1328
H  -1.38935  -2.53316  -3.03375  0.3108
H  -0.04855  -1.63636  -2.40804  0.2754
H  2.09578  -5.68010  -0.52420  0.3480
H  2.49125  -4.06144  -1.15990  0.2539
H  2.36046  -5.51118  -2.26730  0.3406
C  0.07128  1.37215  5.24029  -1.1365
C  1.41559  0.77599  4.96477  0.6526
O  2.31818  0.87778  5.72697  -0.4984
N  1.60103  -0.05707  3.70753  0.1825
H  1.48435  -1.00579  4.07400  0.3506
H  0.83459  0.12705  3.03737  0.2245
C  2.87966  0.31658  3.05170  -0.7549
H  -0.73497  1.31393  4.50983  0.3190
H  0.21594  2.42587  5.49261  0.2980
H  -0.37591  0.94005  6.14034  0.4298
H  3.07618  -0.41284  2.26988  0.1433
H  3.74783  0.33931  3.70699  0.3747
H  2.83036  1.33821  2.68448  0.3686
O  -0.11315  -2.21997  2.32478  -0.3824
C  -0.00546  -3.56681  2.07405  0.5781
O  0.35564  -4.37343  2.92240  -0.7019
O  -0.22538  -3.84411  0.84348  -0.9171
H  -0.44866  -1.98080  1.44592  0.2270
O  -0.22199  0.31625  -0.79313  -0.4281
C  -0.18206  1.47301  0.00860  0.5756
O  -0.79559  2.45460  -0.45088  -0.7411
O  0.43342  1.31086  1.08184  -0.6467
H  0.33431  -0.13232  -0.11934  -0.0595
O  -3.64884  4.07633  -0.82601  -0.4787
C  -4.10006  4.02183  -2.09494  0.6528
O  -5.06978  4.68023  -2.46585  -0.7275
O  -3.46876  3.21905  -2.89529  -0.8307
H  -2.80498  3.59525  -0.79706  0.3910
O  2.25697  -1.62948  0.08701  0.2172
C  3.53076  -1.27449  -0.38055  0.5911
O  4.46783  -2.03304  -0.03109  -0.7840
O  3.62386  -0.21184  -1.00437  -0.7152
H  2.42124  -2.54665  0.34513  -0.0446
O  -0.27330  3.90068  3.27723  -0.4568
C  -1.44426  4.24522  3.92985  0.6658
O  -1.30290  4.93180  4.97201  -0.7899
O  -2.54394  3.86561  3.47713  -0.7364
H  -0.54707  3.39330  2.49695  0.3236

ii | ORCA calculation (ωB97M-V/def2-TZVPD) on a 8-piece molecular cluster, C14H29N3O18 overall.

The calculation puts the HOMO energy at -0.027 hartree. As for the total charge: -2. The LUMO energy is 0.105 eV.

Each line ends with the Mulliken charge.
Geometry (Å):
C  -8.15022  -1.45790  -1.63236  -1.1154
C  -7.02708  -0.60831  -2.20600  0.5734
O  -6.62990  -0.49613  -3.36100  -0.3910
N  -6.25253  0.22680  -1.18747  -0.1803
H  -6.42283  -0.20425  -0.29008  0.3720
H  -5.25275  0.12813  -1.29145  0.3875
C  -6.62565  1.74088  -1.14733  -0.7332
H  -7.74184  -2.35126  -1.15988  0.3594
H  -8.80203  -1.77459  -2.44657  0.3372
H  -8.85074  -1.02309  -0.91939  0.3781
H  -7.59748  1.84435  -0.66469  0.3239
H  -6.75740  2.03138  -2.18962  0.3393
H  -5.95138  2.39124  -0.59011  0.3403
C  1.13326  2.35492  3.96719  -1.0621
C  0.07795  3.43684  4.27044  0.6223
O  -0.50176  3.56946  5.35133  -0.4745
N  0.00683  4.48016  3.15918  -0.2472
H  0.86114  5.00738  3.27014  0.3904
H  0.09152  4.07637  2.23727  0.4370
C  -1.24107  5.45661  3.14415  -0.7567
H  0.97610  2.01749  2.94272  0.3774
H  1.11296  1.54665  4.69821  0.2997
H  2.12804  2.79482  4.03796  0.3682
H  -1.17158  5.95485  4.11114  0.3308
H  -2.04739  4.72719  3.06738  0.3305
H  -1.15836  5.95628  2.17897  0.3641
C  3.60910  -6.34531  1.08927  -1.0165
C  2.09867  -6.30406  0.91524  0.4986
O  1.52180  -7.33368  1.16945  -0.4060
N  1.42116  -4.94660  0.54014  -0.1914
H  2.15076  -4.43504  0.06467  0.3973
H  0.79633  -5.02632  -0.24937  0.3732
C  0.71779  -4.14717  1.71215  -0.7091
H  3.97402  -7.05696  1.82987  0.3121
H  4.02146  -5.37694  1.37272  0.4068
H  4.07985  -6.45587  0.11240  0.3185
H  0.36129  -4.93746  2.37279  0.3183
H  -0.09334  -3.55094  1.29420  0.3593
H  1.45724  -3.45663  2.11772  0.3281
O  5.73500  5.15410  -0.17972  -0.4447
C  4.53908  5.67005  -0.14537  0.6952
O  4.39645  6.88375  -0.04623  -0.7736
O  3.54842  4.87971  -0.18807  -0.7818
H  5.49828  4.22774  -0.09348  0.3168
O  5.12190  1.73814  -4.06960  -0.4527
C  4.98740  2.57667  -5.10146  0.6691
O  3.97759  2.53902  -5.72774  -0.7096
O  5.92555  3.31710  -5.42102  -0.8012
H  4.26134  1.37747  -4.29538  0.2957
O  -2.64655  -4.00849  -4.61896  -0.4438
C  -2.29675  -5.23078  -4.41387  0.6515
O  -2.81093  -6.12637  -5.10572  -0.8023
O  -1.60221  -5.50460  -3.45008  -0.7289
H  -2.09390  -3.72302  -3.88774  0.3278
O  0.96974  0.57855  -1.03727  -0.4245
C  -0.33922  0.76261  -1.15738  0.6437
O  -0.97658  -0.20519  -1.62258  -0.7622
O  -0.86749  1.80146  -0.77895  -0.7478
H  1.18192  1.51062  -1.12567  0.3081
O  5.54708  0.76494  1.65768  -0.3733
C  6.06935  -0.24948  2.42047  0.5983
O  7.09139  -0.01733  3.07258  -0.7314
O  5.54061  -1.40537  2.46516  -0.7724
H  4.92057  0.23542  1.15901  0.2836

Energy ordering: i at the bottom, the next structure 0.4587 hartree above.